(1)
Computed, not measured: C5H11NO in the gas phase, with ωB97M-V with the def2-TZVPD basis set.

Positions of all 18 atoms, in Å:
C1 -2.485 1.416 0.254
N1 -1.114 0.995 0.009
C2 -0.422 -0.046 0.528
O1 -0.789 -0.810 1.404
C3 0.927 -0.202 -0.240
C4 2.064 -0.323 0.759
C5 0.723 -1.424 -1.135
H1 -3.074 1.431 -0.673
H2 -2.545 2.414 0.705
H3 -2.960 0.709 0.940
H4 -0.474 1.423 -0.636
H5 1.172 0.645 -0.913
H6 1.763 -1.033 1.531
H7 2.260 0.646 1.237
H8 2.989 -0.661 0.283
H9 1.640 -1.721 -1.652
H10 0.370 -2.248 -0.512
H11 -0.045 -1.212 -1.891

SMILES string	CNC(=O)C(C)C
Kohn-Sham gap	10.485	eV

---

(2)
Computed, not measured: 7 unconnected molecules or ions with the total composition C11H36N6O7, with ωB97M-V with the def2-TZVPD basis set.

Positions of all 60 atoms, in Å:
N1 3.178 1.807 -0.262
C1 2.051 1.439 0.233
N2 1.173 2.373 0.247
O1 1.755 0.190 0.712
H1 3.961 1.171 -0.376
H2 3.207 2.673 -0.825
H3 0.116 2.252 0.287
H4 1.463 3.256 -0.151
N3 -0.117 1.721 -4.254
C2 1.151 2.049 -3.951
N4 1.284 3.271 -3.615
O2 2.138 1.183 -4.016
H5 -0.402 0.763 -4.501
H6 -0.952 2.401 -4.074
H7 2.205 3.499 -3.237
H8 0.522 3.968 -3.749
N5 -0.760 0.238 2.339
C3 -1.120 -0.764 3.065
N6 -0.225 -1.717 3.129
O3 -2.319 -0.747 3.840
H9 -1.430 1.084 2.352
H10 -0.143 0.090 1.545
H11 -0.455 -2.482 3.736
H12 0.456 -1.907 2.451
C4 -4.624 -3.008 0.043
C5 -3.234 -2.379 0.082
O4 -3.225 -1.241 0.983
H13 -4.895 -3.267 1.050
H14 -4.603 -3.906 -0.544
H15 -5.364 -2.273 -0.315
H16 -2.915 -2.128 -0.865
H17 -2.551 -3.065 0.457
H18 -2.346 -1.096 1.329
C6 -3.143 1.532 -1.271
C7 -1.758 2.165 -1.045
O5 -1.421 2.321 0.332
H19 -3.242 1.353 -2.343
H20 -3.998 2.196 -0.953
H21 -3.324 0.524 -0.837
H22 -1.734 3.166 -1.481
H23 -0.977 1.599 -1.513
H24 -2.233 2.522 0.791
C8 -0.279 -1.150 -1.538
C9 0.420 -2.404 -0.941
O6 0.589 -2.075 0.398
H25 0.379 -0.314 -1.639
H26 -1.089 -0.778 -0.987
H27 -0.578 -1.412 -2.535
H28 1.362 -2.575 -1.493
H29 -0.324 -3.238 -1.077
H30 1.125 -1.291 0.449
C10 3.669 -1.417 3.215
C11 4.747 -0.754 2.392
O7 4.333 0.599 2.349
H31 3.806 -2.490 3.300
H32 2.652 -1.117 2.877
H33 3.923 -1.150 4.253
H34 4.932 -1.110 1.373
H35 5.741 -0.798 2.843
H36 3.442 0.643 1.954

SMILES string	NC(N)=O.NC(N)=O.NC(N)=O.CCO.CCO.CCO.CCO
Kohn-Sham gap	8.062	eV